No. 1
Computed, not measured: a molecular structure, C27H38N7ORuS3Sb in a non-equilibrium geometry, with wB97M-V/def2-TZVPD.

Positions of all 78 atoms, in Å:
1 Ru -0.39 0.54 0.23
2 C -0.76 -2.42 2.01
3 C -1.49 -1.86 0.83
4 N -0.78 -1.52 -0.22
5 N -1.30 -1.65 -1.50
6 C -0.88 -0.86 -2.39
7 S 0.09 0.56 -2.07
8 S -1.23 -1.25 -4.09
9 C 0.13 -2.46 -4.37
10 C -0.01 -3.73 -3.59
11 C 0.61 -3.86 -2.35
12 C 0.47 -5.02 -1.60
13 C -0.28 -6.08 -2.10
14 C -0.89 -5.96 -3.34
15 C -0.76 -4.79 -4.08
16 C -2.91 -1.66 0.84
17 C -3.85 -2.57 1.35
18 C -5.19 -2.28 1.31
19 C -5.60 -1.06 0.76
20 C -4.69 -0.15 0.29
21 C -3.31 -0.41 0.34
22 O -2.45 0.53 -0.03
23 H 0.16 -2.90 1.69
24 H -1.40 -3.15 2.52
25 H -0.52 -1.65 2.73
26 H 1.06 -1.95 -4.15
27 H 0.07 -2.64 -5.44
28 H 1.21 -3.04 -1.97
29 H 0.96 -5.11 -0.64
30 H -0.37 -7.00 -1.53
31 H -1.46 -6.79 -3.74
32 H -1.25 -4.71 -5.04
33 H -3.51 -3.53 1.73
34 H -5.91 -2.99 1.68
35 H -6.65 -0.83 0.72
36 H -5.01 0.80 -0.13
37 C 2.93 4.62 3.02
38 C 1.90 3.63 3.43
39 N 1.47 3.42 4.63
40 N 0.53 2.44 4.48
41 C 0.34 2.03 3.23
42 S -0.74 0.84 2.73
43 N 1.24 2.80 2.53
44 N 1.41 2.75 1.15
45 H 3.27 5.15 3.90
46 H 2.52 5.34 2.31
47 H 3.78 4.12 2.55
48 H 0.02 2.11 5.29
49 H 1.25 3.68 0.76
50 H 2.34 2.44 0.92
51 C 5.03 -0.80 0.95
52 C 4.21 -0.09 -0.13
53 C 4.67 1.37 -0.29
54 C 4.33 -0.82 -1.48
55 C 2.79 -0.07 0.25
56 N 1.68 -0.05 0.55
57 H 6.08 -0.79 0.65
58 H 4.72 -1.84 1.06
59 H 4.95 -0.30 1.91
60 H 5.71 1.38 -0.61
61 H 4.62 1.90 0.67
62 H 4.08 1.89 -1.04
63 H 5.39 -0.88 -1.75
64 H 3.79 -0.29 -2.26
65 H 3.93 -1.83 -1.41
66 C -0.84 4.84 -0.55
67 Sb -1.69 2.90 -0.24
68 C -3.30 3.00 -1.59
69 C -2.73 3.42 1.53
70 H -1.66 5.51 -0.81
71 H -0.11 4.85 -1.37
72 H -0.37 5.21 0.36
73 H -3.91 3.86 -1.31
74 H -3.87 2.08 -1.51
75 H -2.94 3.12 -2.61
76 H -3.46 4.19 1.27
77 H -2.04 3.80 2.28
78 H -3.24 2.54 1.92

As for the expectation value of S²: 0.7576. For the energy above the lowest of the compared OMol25 structures with the same formula, charge and spin, the calculation gives 3.197 eV. The spin multiplicity is 2. The calculation puts the HOMO-LUMO gap (alpha / beta) at 6.598 / 6.343 eV. For the LUMO energy (alpha / beta), the calculation gives -0.125 / -0.137 Ha. As for the HOMO energy (alpha / beta): -9.99 / -10.06 eV. As for the charge: +1.

No. 2
Computed, not measured: a molecular structure, C27H39BrN6O5PSSbSe4Tc in a non-equilibrium geometry, with wB97M-V/def2-TZVPD.

Positions of all 86 atoms, in Å:
1 Tc -0.47 -1.17 -1.07
2 Br -6.71 -1.30 2.04
3 C -5.52 -0.46 0.82
4 C -5.73 0.87 0.44
5 N -4.94 1.50 -0.41
6 C -3.92 0.85 -0.93
7 C -3.62 -0.47 -0.60
8 C -4.44 -1.15 0.30
9 C -2.50 -1.11 -1.26
10 O -1.83 -0.47 -2.13
11 O -2.02 -2.24 -0.94
12 H -6.58 1.42 0.81
13 H -3.32 1.40 -1.64
14 H -4.25 -2.18 0.56
15 N -0.27 -2.67 -3.26
16 C -0.40 -1.95 -4.52
17 C 0.32 -0.77 -4.71
18 C 0.19 -0.05 -5.89
19 C -0.66 -0.55 -6.84
20 C -1.36 -1.73 -6.71
21 C -1.24 -2.43 -5.51
22 S -0.89 0.39 -8.44
23 O 0.33 -0.07 -9.06
24 O -2.13 -0.15 -8.94
25 O -0.92 1.74 -7.94
26 H -1.02 -3.36 -3.20
27 H 0.60 -3.22 -3.28
28 H 0.97 -0.38 -3.93
29 H 0.73 0.87 -6.04
30 H -2.01 -2.07 -7.50
31 H -1.80 -3.35 -5.37
32 N -0.09 -0.56 0.54
33 P 0.58 0.20 1.82
34 N 1.20 1.68 1.41
35 C 2.32 1.65 0.45
36 C 1.89 2.17 -0.91
37 C 1.50 3.65 -0.80
38 C 0.98 3.98 0.60
39 C 0.25 2.79 1.20
40 N 1.84 -0.67 2.42
41 C 2.26 -1.98 1.92
42 C 3.08 -2.74 2.94
43 C 4.35 -1.97 3.36
44 C 4.21 -0.47 3.10
45 C 2.78 -0.01 3.36
46 N -0.67 0.49 2.85
47 C -0.36 1.00 4.19
48 C -1.58 1.72 4.77
49 C -2.79 0.79 4.80
50 C -3.05 0.27 3.39
51 C -1.81 -0.44 2.86
52 H 2.66 0.60 0.39
53 H 3.16 2.25 0.82
54 H 1.02 1.57 -1.25
55 H 2.69 2.05 -1.64
56 H 0.75 3.89 -1.55
57 H 2.38 4.26 -1.02
58 H 0.31 4.84 0.57
59 H 1.81 4.23 1.27
60 H -0.58 2.48 0.54
61 H -0.19 3.04 2.17
62 H 2.87 -1.84 1.00
63 H 1.36 -2.54 1.61
64 H 3.36 -3.70 2.51
65 H 2.45 -2.94 3.81
66 H 5.20 -2.34 2.78
67 H 4.54 -2.15 4.41
68 H 4.51 -0.23 2.08
69 H 4.87 0.09 3.76
70 H 2.68 1.06 3.22
71 H 2.50 -0.26 4.39
72 H 0.48 1.69 4.10
73 H -0.08 0.18 4.85
74 H -1.81 2.60 4.17
75 H -1.33 2.05 5.78
76 H -3.66 1.32 5.17
77 H -2.59 -0.05 5.47
78 H -3.30 1.11 2.73
79 H -3.88 -0.44 3.39
80 H -1.98 -0.78 1.84
81 H -1.59 -1.32 3.48
82 Se 4.78 0.56 -2.93
83 Sb 3.84 -1.45 -2.00
84 Se 1.54 -1.32 -1.42
85 Se 5.46 -2.28 -0.40
86 Se 4.24 -3.51 -3.22

For the energy above the lowest of the compared OMol25 structures with the same formula, charge and spin, the calculation gives 9.313 eV. The calculation puts the HOMO-LUMO gap at 1.959 eV. For the LUMO energy, the calculation gives -0.269 Ha. As for the HOMO energy: -9.29 eV. As for the charge: +1.

No. 3
Computed, not measured: a molecular structure, C27H39CuN8O3, with wB97M-V/def2-TZVPD.

Positions of all 78 atoms, in Å:
1 Cu 1.06 -0.39 -1.03
2 N 2.69 0.01 2.82
3 C 2.28 0.02 1.55
4 O 1.11 -0.24 1.25
5 C 3.30 0.37 0.49
6 C 3.02 -0.37 -0.81
7 H 2.00 -0.17 3.54
8 H 3.64 0.22 3.08
9 H 4.31 0.22 0.87
10 H 3.18 1.45 0.33
11 H 3.38 -1.41 -0.75
12 H 3.53 0.11 -1.65
13 C 1.53 5.20 -1.60
14 C 0.26 4.39 -1.30
15 C -0.35 4.80 0.04
16 C -0.77 4.56 -2.43
17 C 0.62 2.97 -1.22
18 N 0.89 1.86 -1.12
19 H 1.27 6.26 -1.66
20 H 1.98 4.90 -2.54
21 H 2.27 5.08 -0.80
22 H -0.62 5.86 0.00
23 H 0.36 4.66 0.86
24 H -1.26 4.23 0.26
25 H -1.05 5.61 -2.50
26 H -1.67 3.98 -2.24
27 H -0.35 4.25 -3.39
28 C 1.87 -0.28 -5.70
29 C 2.13 -0.32 -4.21
30 O 0.92 -0.21 -3.45
31 H 2.81 -0.34 -6.25
32 H 1.36 0.64 -5.98
33 H 1.25 -1.13 -6.01
34 H 2.75 0.52 -3.90
35 H 2.66 -1.24 -3.93
36 H 0.22 -0.68 -3.91
37 N -0.19 -4.93 1.56
38 C 0.25 -4.43 0.37
39 C 0.45 -3.05 0.19
40 N 0.84 -2.57 -0.98
41 C 1.02 -3.43 -1.99
42 C 0.82 -4.78 -1.80
43 N 0.43 -5.29 -0.63
44 H -0.14 -4.36 2.38
45 H -0.16 -5.93 1.68
46 H 0.30 -2.34 0.99
47 H 1.35 -3.02 -2.94
48 H 0.97 -5.48 -2.61
49 C -0.54 -3.57 4.63
50 C -0.96 -2.21 4.14
51 C -1.98 -2.05 3.21
52 C -2.37 -0.80 2.75
53 C -1.70 0.34 3.18
54 N -1.96 1.66 2.73
55 C -2.95 2.20 1.95
56 O -3.27 3.37 2.06
57 N -3.59 1.38 1.02
58 C -2.99 0.57 0.05
59 C -3.79 -0.15 -0.83
60 C -3.20 -0.99 -1.75
61 C -1.82 -1.08 -1.78
62 N -1.05 -0.37 -0.97
63 C -1.61 0.43 -0.07
64 C -0.69 0.20 4.13
65 C -0.34 -1.05 4.61
66 H -1.25 -4.33 4.32
67 H -0.49 -3.59 5.72
68 H 0.45 -3.83 4.26
69 H -2.52 -2.92 2.86
70 H -3.20 -0.73 2.07
71 H -1.57 2.38 3.32
72 H -4.43 1.84 0.69
73 H -4.87 -0.07 -0.76
74 H -3.80 -1.57 -2.44
75 H -1.31 -1.75 -2.48
76 H -0.93 0.97 0.58
77 H -0.18 1.08 4.51
78 H 0.42 -1.13 5.38

As for the expectation value of S²: 0.7524. The spin multiplicity is 2. The calculation puts the HOMO-LUMO gap (alpha / beta) at 8.221 / 8.764 eV. For the LUMO energy (alpha / beta), the calculation gives -0.077 / -0.078 Ha. As for the HOMO energy (alpha / beta): -10.33 / -10.88 eV. As for the charge: +1.

No. 4
Computed, not measured: a molecular structure, C27H39N2NiO3Sb in a non-equilibrium geometry, with wB97M-V/def2-TZVPD.

Positions of all 73 atoms, in Å:
1 Ni 0.45 -0.30 -0.32
2 C 4.86 -2.86 -3.28
3 O 3.69 -2.38 -2.66
4 C 2.65 -2.03 -3.47
5 C 2.56 -2.36 -4.80
6 C 1.44 -1.98 -5.55
7 C 0.44 -1.26 -4.96
8 C 0.51 -0.88 -3.61
9 C -0.54 -0.04 -3.09
10 N -0.61 0.40 -1.89
11 N -1.56 1.32 -1.57
12 C -1.45 1.70 -0.31
13 O -0.69 1.16 0.56
14 C -2.28 2.87 0.07
15 C -3.40 3.25 -0.67
16 C -4.11 4.38 -0.33
17 C -3.72 5.15 0.76
18 C -2.62 4.77 1.51
19 C -1.91 3.63 1.18
20 C 1.63 -1.26 -2.82
21 O 1.79 -0.97 -1.57
22 H 5.61 -2.91 -2.50
23 H 5.19 -2.18 -4.07
24 H 4.72 -3.86 -3.72
25 H 3.35 -2.92 -5.28
26 H 1.37 -2.26 -6.60
27 H -0.43 -0.97 -5.54
28 H -1.31 0.29 -3.79
29 H -3.68 2.64 -1.52
30 H -4.98 4.67 -0.90
31 H -4.27 6.04 1.02
32 H -2.31 5.36 2.37
33 H -1.05 3.32 1.76
34 C 1.37 -4.73 -1.27
35 C 0.01 -4.66 -0.56
36 C -1.11 -4.75 -1.58
37 C -0.09 -5.76 0.48
38 Sb -0.18 -2.61 0.31
39 C 1.45 -2.35 1.84
40 C 1.22 -3.17 3.10
41 C 1.44 -0.85 2.15
42 C 2.77 -2.72 1.17
43 C -2.13 -2.52 1.43
44 C -2.51 -3.85 2.08
45 C -2.03 -1.42 2.47
46 C -3.15 -2.13 0.36
47 H 1.36 -5.56 -1.97
48 H 2.18 -4.90 -0.56
49 H 1.59 -3.82 -1.83
50 H -1.04 -5.70 -2.13
51 H -1.05 -3.95 -2.32
52 H -2.10 -4.72 -1.11
53 H 0.17 -6.72 0.02
54 H -1.10 -5.86 0.88
55 H 0.60 -5.60 1.31
56 H 0.25 -2.97 3.55
57 H 1.99 -2.94 3.84
58 H 1.29 -4.24 2.88
59 H 0.51 -0.52 2.61
60 H 1.62 -0.24 1.24
61 H 2.26 -0.60 2.83
62 H 2.88 -3.79 1.07
63 H 3.60 -2.36 1.79
64 H 2.88 -2.25 0.19
65 H -1.72 -4.23 2.73
66 H -2.75 -4.60 1.33
67 H -3.41 -3.71 2.70
68 H -1.34 -1.67 3.28
69 H -3.02 -1.26 2.92
70 H -1.72 -0.47 2.03
71 H -3.22 -2.89 -0.43
72 H -2.88 -1.18 -0.10
73 H -4.14 -2.02 0.81

As for the expectation value of S²: 2.0108. The spin multiplicity is 3. The calculation puts the HOMO-LUMO gap (alpha / beta) at 7.532 / 6.945 eV. For the LUMO energy (alpha / beta), the calculation gives 0.017 / -0.010 Ha. As for the HOMO energy (alpha / beta): -7.07 / -7.22 eV.

No. 5
Computed, not measured: a molecular structure, C27H39N5O11P3RbS in a non-equilibrium geometry, with wB97M-V/def2-TZVPD.

Positions of all 87 atoms, in Å:
1 Rb 0.31 -0.92 -0.66
2 C -3.85 -4.03 2.53
3 C -2.50 -3.64 2.40
4 N -2.07 -2.42 2.60
5 C -2.98 -1.45 2.96
6 C -4.35 -1.76 3.16
7 C -4.76 -3.09 2.91
8 C -5.27 -0.75 3.55
9 C -4.81 0.53 3.73
10 C -3.45 0.87 3.54
11 C -2.49 -0.08 3.15
12 N -1.21 0.23 2.85
13 C -0.47 1.04 3.59
14 C -0.68 1.29 4.97
15 C 0.23 2.01 5.75
16 C 1.38 2.56 5.23
17 C 1.64 2.39 3.85
18 C 2.78 2.95 3.23
19 C 2.97 2.81 1.89
20 C 2.01 2.10 1.14
21 N 0.94 1.56 1.66
22 C 0.73 1.67 3.01
23 H -4.14 -5.05 2.29
24 H -1.75 -4.38 2.10
25 H -5.81 -3.35 3.03
26 H -6.32 -1.00 3.69
27 H -5.51 1.30 4.03
28 H -3.13 1.89 3.67
29 H -1.56 0.86 5.44
30 H 0.02 2.14 6.81
31 H 2.08 3.11 5.85
32 H 3.50 3.48 3.84
33 H 3.84 3.24 1.40
34 H 2.13 1.99 0.07
35 O 0.24 -4.13 -0.62
36 P -1.09 -3.86 -1.55
37 O -2.03 -5.00 -1.51
38 O -1.55 -2.45 -1.33
39 O -0.32 -3.82 -3.03
40 P 0.78 -2.65 -3.29
41 O 1.55 -3.35 -4.54
42 O 0.18 -1.36 -3.71
43 O 1.73 -2.61 -2.11
44 H 0.87 -3.56 -1.16
45 H 1.00 -4.11 -4.83
46 C 1.93 -3.17 2.09
47 O 2.15 -2.19 1.06
48 H 1.98 -4.18 1.69
49 H 0.97 -3.02 2.58
50 H 2.72 -3.05 2.83
51 H 1.59 -2.44 0.33
52 C 4.72 4.15 -2.12
53 C 3.98 2.96 -1.54
54 O 3.84 1.99 -2.57
55 P 2.82 0.68 -2.36
56 O 1.38 1.43 -2.37
57 C 0.86 2.07 -3.57
58 C 0.29 3.41 -3.18
59 O 2.98 0.23 -3.91
60 C 3.83 -0.89 -4.26
61 C 3.82 -1.03 -5.76
62 H 4.73 4.97 -1.40
63 H 4.22 4.48 -3.03
64 H 5.75 3.88 -2.36
65 H 3.00 3.29 -1.18
66 H 4.53 2.55 -0.69
67 H 0.09 1.41 -3.98
68 H 1.65 2.18 -4.31
69 H -0.48 3.30 -2.41
70 H -0.16 3.89 -4.05
71 H 1.08 4.06 -2.79
72 H 3.47 -1.79 -3.80
73 H 4.84 -0.70 -3.89
74 H 2.79 -1.18 -6.09
75 H 4.42 -1.90 -6.06
76 H 4.22 -0.13 -6.24
77 C -4.07 -1.06 -0.81
78 N -3.66 0.12 -1.57
79 C -3.71 1.36 -1.10
80 N -4.24 1.47 0.14
81 S -3.26 2.73 -2.01
82 H -3.88 -1.94 -1.41
83 H -5.12 -0.99 -0.54
84 H -3.48 -1.18 0.10
85 H -3.10 -0.03 -2.39
86 H -4.16 0.70 0.79
87 H -4.11 2.38 0.55

For the energy above the lowest of the compared OMol25 structures with the same formula, charge and spin, the calculation gives 0.579 eV. The calculation puts the HOMO-LUMO gap at 5.457 eV. For the LUMO energy, the calculation gives 0.143 Ha. As for the HOMO energy: -1.56 eV. As for the charge: -2.

No. 6
Computed, not measured: 6 unconnected molecules or ions with the total composition C27H39NO19S in a non-equilibrium geometry, with wB97M-V/def2-TZVPD.

Positions of all 87 atoms, in Å:
1 C 3.83 -2.40 2.71
2 C 3.74 -1.35 1.60
3 C 4.72 -1.78 0.50
4 O 5.11 -0.65 -0.30
5 S 6.71 -0.30 -0.17
6 O 6.98 0.46 -1.36
7 O 6.75 0.72 1.11
8 C 6.08 1.97 0.87
9 C 6.29 2.90 2.09
10 N 5.10 3.72 2.39
11 O 2.45 -1.27 0.99
12 C 1.45 -0.79 1.86
13 C 0.96 0.60 1.47
14 C 1.73 1.47 0.75
15 C 1.24 2.73 0.47
16 C 0.00 3.09 0.93
17 C -0.78 2.21 1.64
18 C -0.29 0.96 1.91
19 H 4.80 -2.27 3.20
20 H 3.70 -3.42 2.33
21 H 3.09 -2.24 3.50
22 H 4.03 -0.35 1.95
23 H 4.31 -2.59 -0.10
24 H 5.59 -2.19 1.03
25 H 6.49 2.49 -0.01
26 H 5.01 1.81 0.73
27 H 6.60 2.34 2.97
28 H 7.09 3.59 1.83
29 H 5.25 4.65 2.04
30 H 4.27 3.35 1.95
31 H 1.75 -0.75 2.91
32 H 0.59 -1.47 1.79
33 H 2.70 1.14 0.41
34 H 1.86 3.42 -0.09
35 H -0.37 4.09 0.73
36 H -1.76 2.48 2.01
37 H -0.88 0.26 2.49
38 C -5.35 2.57 -0.59
39 C -5.01 4.03 -0.47
40 O -4.74 4.17 0.93
41 C -4.39 2.95 1.41
42 O -3.94 2.75 2.49
43 O -4.61 1.98 0.48
44 H -5.06 2.14 -1.55
45 H -6.42 2.37 -0.43
46 H -4.11 4.30 -1.03
47 H -5.82 4.69 -0.77
48 C -8.42 -1.12 -1.86
49 C -7.12 -1.85 -1.66
50 O -6.19 -1.02 -2.37
51 C -6.71 0.22 -2.43
52 O -6.11 1.19 -2.81
53 O -7.99 0.25 -2.01
54 H -9.10 -1.22 -1.02
55 H -8.93 -1.43 -2.77
56 H -6.82 -1.89 -0.61
57 H -7.13 -2.85 -2.06
58 C -9.38 0.91 -5.66
59 C -9.72 0.22 -6.96
60 O -9.30 -1.12 -6.71
61 C -9.29 -1.32 -5.38
62 O -9.15 -2.38 -4.85
63 O -9.48 -0.15 -4.71
64 H -10.08 1.71 -5.41
65 H -8.37 1.30 -5.64
66 H -10.80 0.22 -7.16
67 H -9.20 0.64 -7.81
68 C 2.70 -4.15 -2.35
69 C 1.85 -4.00 -1.11
70 O 0.53 -4.17 -1.62
71 C 0.61 -4.88 -2.77
72 O -0.32 -5.33 -3.35
73 O 1.91 -5.01 -3.17
74 H 3.67 -4.60 -2.15
75 H 2.85 -3.20 -2.87
76 H 2.05 -4.78 -0.37
77 H 1.96 -3.03 -0.63
78 C 7.28 -0.70 3.91
79 C 8.43 -0.35 4.83
80 O 7.76 -0.06 6.06
81 C 6.57 -0.70 6.05
82 O 5.85 -0.80 6.99
83 O 6.30 -1.22 4.82
84 H 7.55 -1.44 3.16
85 H 6.86 0.17 3.41
86 H 9.11 -1.18 4.98
87 H 8.99 0.51 4.48

For the energy above the lowest of the compared OMol25 structures with the same formula, charge and spin, the calculation gives 0.000 eV. The calculation puts the HOMO-LUMO gap at 9.420 eV. For the LUMO energy, the calculation gives 0.011 Ha. As for the HOMO energy: -9.11 eV.

Number 1: total energy -3039.5963 Ha. Number 2: total energy -14996.8417 Ha. Number 3: total energy -3356.3786 Ha. Number 4: total energy -3135.9786 Ha. Number 5: total energy -3600.5115 Ha. Number 6: total energy -2934.7328 Ha.